[1]
Computed, not measured: a molecular structure, C45H117N3O15 at a distorted geometry, with ωB97M-V with the def2-TZVPD basis set.

Properties
- Total energy: -83683.079 eV
- HOMO energy: -6.7351 eV
- Relative energy (zero: lowest compared OMol25 entry of this formula, charge and spin): 5683.3 kJ/mol

CARTESIAN COORDINATES (ANGSTROEM)
O1 -1.83 2.17 -2.23
O2 1.42 -1.38 2.19
O3 0.91 -1.86 -3.60
O4 2.47 -4.23 -0.69
O5 3.22 0.20 1.21
O6 0.41 -4.12 3.24
O7 -0.10 -2.16 2.89
O8 -0.92 3.64 -3.10
O9 2.93 -2.85 2.13
O10 -0.10 -7.21 -1.94
O11 3.20 -4.82 1.29
O12 3.56 1.98 0.83
O13 1.59 -3.36 -2.59
O14 -3.82 -2.48 -2.97
O15 -1.03 -0.16 3.48
N1 1.25 -0.79 1.01
N2 -1.91 0.78 4.00
N3 -0.03 4.62 -2.65
C1 -1.41 0.07 6.36
C2 0.19 -4.95 1.01
C3 0.96 -1.72 -0.07
C4 2.25 5.92 -1.32
C5 1.13 1.50 2.22
C6 -1.59 5.82 -1.15
C7 0.47 0.49 1.16
C8 1.36 4.34 -3.17
C9 4.51 1.60 -0.17
C10 -2.37 2.46 5.89
C11 1.66 0.27 -4.45
C12 -1.49 1.27 5.34
C13 -3.93 3.08 -1.55
C14 -2.32 1.98 0.16
C15 -1.35 -5.63 2.94
C16 2.15 -2.62 -0.22
C17 -2.99 -1.39 -2.80
C18 -0.23 5.09 -1.28
C19 -2.47 2.76 -1.14
C20 2.07 3.01 -2.75
C21 3.25 -1.33 -3.20
C22 -0.16 -5.93 -2.44
C23 -0.59 -5.01 -1.29
C24 1.32 4.37 -4.69
C25 0.06 1.75 5.23
C26 -1.01 0.22 1.52
C27 0.97 -0.84 -1.41
C28 -1.19 -5.83 -3.61
C29 0.14 0.39 -1.49
C30 0.44 1.23 -0.22
C31 -0.37 -2.51 -0.13
C32 -3.85 2.17 5.65
C33 -0.02 4.02 -0.13
C34 -1.67 -2.04 -2.64
C35 -4.14 1.89 4.14
C36 4.92 2.84 -0.90
C37 -0.52 -4.48 2.27
C38 -3.32 -0.56 -1.55
C39 -3.30 0.68 3.63
C40 -3.47 0.69 2.12
C41 -3.95 -0.62 4.21
C42 3.83 0.54 -1.02
C43 2.34 5.52 -2.82
C44 1.99 -1.14 -4.14
C45 0.79 6.28 -1.00
H1 -2.95 -0.84 -3.74
H2 -3.60 -2.90 -3.80
H3 -2.12 -5.88 2.22
H4 1.62 -2.44 -2.87
H5 -0.47 -4.00 -1.66
H6 2.84 2.61 -3.40
H7 2.92 -4.68 0.39
H8 3.25 1.14 1.17
H9 -4.24 1.46 6.37
H10 1.45 1.59 -0.41
H11 -1.45 2.41 0.66
H12 3.12 -3.96 1.70
H13 2.56 5.10 -0.68
H14 0.79 -2.64 -4.15
H15 1.97 -0.66 -1.78
H16 0.06 -5.12 -0.41
H17 -2.42 2.55 6.97
H18 -0.17 4.40 0.88
H19 5.78 2.68 -1.55
H20 2.98 6.73 -1.30
H21 0.83 -5.64 -2.80
H22 2.87 0.88 -1.41
H23 4.06 3.27 -1.41
H24 -1.26 -3.69 2.11
H25 -3.19 -1.40 4.30
H26 3.39 5.23 -2.91
H27 0.69 -4.12 0.51
H28 2.11 -1.59 -5.13
H29 3.75 -0.42 -0.50
H30 -0.30 -3.41 -0.75
H31 4.12 -0.96 -3.74
H32 -0.70 -2.05 3.63
H33 -3.12 2.09 0.88
H34 0.70 3.61 -5.18
H35 -0.58 0.31 2.77
H36 -1.31 4.05 -3.88
H37 -5.21 1.68 4.05
H38 -4.32 2.24 -2.13
H39 -1.25 -2.01 -0.56
H40 0.72 -7.31 -1.46
H41 0.65 7.11 -1.70
H42 0.77 6.69 0.01
H43 -2.37 5.07 -1.30
H44 0.58 -1.82 2.37
H45 0.48 -1.39 -2.21
H46 -4.21 -0.42 5.25
H47 2.29 0.00 1.32
H48 -0.85 0.39 7.24
H49 3.10 -1.03 -2.16
H50 1.38 0.87 -3.59
H51 1.92 2.15 1.84
H52 -0.73 -6.45 3.30
H53 -1.95 3.71 -1.12
H54 -1.82 6.11 -0.13
H55 -0.83 -0.73 5.89
H56 -2.85 1.50 1.73
H57 0.68 0.86 5.09
H58 -1.74 -2.61 -1.71
H59 2.52 3.01 -1.76
H60 3.54 -2.20 2.46
H61 2.25 6.41 -3.44
H62 0.06 -3.10 2.86
H63 -0.76 3.24 -0.29
H64 -1.63 -5.15 -0.99
H65 0.27 2.29 4.30
H66 -4.58 3.14 -0.67
H67 2.51 0.68 -5.00
H68 -0.50 -2.96 0.85
H69 -2.18 -6.14 -3.29
H70 -4.48 3.02 5.94
H71 -4.53 0.82 1.91
H72 -0.58 -5.32 0.33
H73 2.05 -5.05 -0.94
H74 -1.29 -4.77 -3.86
H75 -4.20 0.06 -1.74
H76 -4.08 3.92 -2.22
H77 -2.51 0.05 -1.16
H78 5.37 1.15 0.34
H79 0.82 0.36 -5.14
H80 2.38 -3.67 -1.46
H81 3.28 -2.42 -3.15
H82 -4.75 -1.06 3.62
H83 0.50 2.25 6.09
H84 4.41 0.38 -1.92
H85 -1.67 -0.06 0.70
H86 -3.08 -0.22 1.68
H87 -2.18 0.90 0.09
H88 -0.90 0.09 -1.50
H89 0.88 -3.74 -3.10
H90 -3.60 -1.26 -0.76
H91 3.06 -2.02 -0.32
H92 0.41 0.92 -2.41
H93 -1.41 1.16 1.90
H94 -1.80 6.64 -1.84
H95 3.67 -0.51 1.67
H96 1.48 0.95 3.09
H97 -1.40 -2.76 -3.42
H98 -2.37 -0.33 6.67
H99 -0.69 -6.45 -4.36
H100 0.95 3.57 0.06
H101 -1.68 2.85 -2.89
H102 5.14 3.55 -0.10
H103 2.28 -3.27 0.64
H104 -0.85 -1.33 -2.59
H105 0.91 -5.76 1.02
H106 -3.83 2.77 3.58
H107 2.35 4.29 -5.05
H108 0.38 -4.82 3.89
H109 -0.15 2.14 -0.18
H110 1.25 2.29 -2.68
H111 0.35 2.17 2.57
H112 1.97 -3.19 -1.13
H113 2.14 -2.36 1.89
H114 -2.14 3.38 5.35
H115 0.95 5.35 -5.00
H116 -1.06 -0.52 2.31
H117 -1.97 -5.34 3.79


[2]
Computed, not measured: 2 unconnected molecules or ions with the total composition C5H7N at a distorted geometry, with ωB97M-V with the def2-TZVPD basis set.

Properties
- Total energy: -6784.863 eV
- HOMO energy: -9.0458 eV
- Relative energy (zero: lowest compared OMol25 entry of this formula, charge and spin): 352.1 kJ/mol

CARTESIAN COORDINATES (ANGSTROEM)
N1 1.06 1.50 -0.86
C1 -1.24 1.17 -1.36
C2 -2.05 -0.38 0.62
C3 1.65 0.60 -0.43
C4 -1.53 0.43 -0.46
C5 2.12 -0.57 0.32
H1 -1.84 -1.47 0.26
H2 -3.10 -0.35 0.91
H3 -1.22 -0.07 1.38
H4 3.04 -0.40 0.95
H5 -0.67 1.64 -2.07
H6 1.31 -0.76 1.05
H7 2.47 -1.35 -0.32


[3]
Computed, not measured: a molecular structure, C3H6BrI at a distorted geometry, with ωB97M-V with the def2-TZVPD basis set.

Properties
- Total energy: -81349.257 eV
- HOMO energy: -9.4317 eV
- Relative energy (zero: lowest compared OMol25 entry of this formula, charge and spin): 223.6 kJ/mol

CARTESIAN COORDINATES (ANGSTROEM)
I1 3.53 0.37 0.00
Br1 -1.82 1.57 -0.01
C1 -0.42 0.15 0.54
C2 -0.89 -1.08 -0.11
C3 0.83 0.64 -0.16
H1 -0.17 0.26 1.54
H2 -1.16 -0.87 -1.17
H3 -1.77 -1.45 0.46
H4 0.06 -1.84 -0.07
H5 0.98 1.73 0.20
H6 0.81 0.52 -1.21


[4]
Computed, not measured: 2 unconnected molecules or ions with the total composition C4H7NO at a distorted geometry, with ωB97M-V with the def2-TZVPD basis set.

Properties
- Total energy: -7795.202 eV
- HOMO energy: -9.4332 eV
- Relative energy (zero: lowest compared OMol25 entry of this formula, charge and spin): 428.6 kJ/mol

CARTESIAN COORDINATES (ANGSTROEM)
O1 -1.26 -1.16 0.85
N1 -0.50 2.38 -0.79
C1 0.27 0.12 -0.51
C2 1.40 -0.79 -0.06
C3 -1.04 0.12 0.30
C4 0.37 1.61 -0.64
H1 -1.16 0.85 1.08
H2 -1.60 1.16 -0.54
H3 1.68 -0.62 0.98
H4 0.02 -0.13 -1.55
H5 1.12 -1.84 -0.18
H6 -1.58 -1.09 1.76
H7 2.28 -0.60 -0.69


[5]
Computed, not measured: 2 unconnected molecules or ions with the total composition C2HClN2 at a distorted geometry, with ωB97M-V with the def2-TZVPD basis set.

Properties
- Total energy: -17585.303 eV
- 2S+1: 3
- HOMO energy (spin up / spin down): -9.3182 / -9.6310 eV
- Relative energy (zero: lowest compared OMol25 entry of this formula, charge and spin): 18.2 kJ/mol

CARTESIAN COORDINATES (ANGSTROEM)
Cl1 0.43 -2.36 -0.06
N1 -1.75 0.04 0.03
N2 1.47 1.55 0.00
C1 0.38 -0.73 -0.24
C2 1.11 0.45 -0.09
H1 -1.64 1.05 0.35


[6]
Computed, not measured: a single C5H8O2 molecule, with ωB97M-V with the def2-TZVPD basis set.

Properties
- Total energy: -9408.761 eV
- HOMO energy: -10.0974 eV
- Relative energy (zero: lowest compared OMol25 entry of this formula, charge and spin): 103.4 kJ/mol

CARTESIAN COORDINATES (ANGSTROEM)
O1 0.15 0.46 1.31
O2 -0.01 2.58 0.46
C1 0.00 -0.28 0.09
C2 -0.67 0.26 -1.13
C3 0.83 0.04 -1.11
C4 -0.25 -1.71 0.47
C5 0.16 1.79 1.36
H1 1.26 -0.79 -1.66
H2 1.45 0.94 -1.07
H3 -1.01 1.29 -1.13
H4 -1.29 -0.44 -1.69
H5 0.60 -2.14 1.02
H6 0.35 2.09 2.41
H7 -1.14 -1.79 1.10
H8 -0.42 -2.31 -0.43


[7]
Computed, not measured: 3 unconnected molecules or ions with the total composition C38H44Br2FN3O6, with ωB97M-V with the def2-TZVPD basis set.

Properties
- Total energy: -199678.735 eV
- HOMO energy: -8.3453 eV

CARTESIAN COORDINATES (ANGSTROEM)
Br1 -5.08 -3.44 -6.84
Br2 -3.37 -0.05 2.78
F1 -6.16 1.90 -0.81
O1 -4.18 2.44 0.01
O2 3.23 5.29 0.02
O3 0.11 -1.25 -3.00
O4 -0.20 -4.72 1.02
O5 3.81 3.95 1.73
O6 -4.48 0.34 -2.64
N1 8.50 3.69 0.75
N2 -2.37 -1.55 5.83
N3 -0.32 -3.34 -4.75
C1 9.11 3.95 -0.45
C2 -2.65 -0.57 1.10
C3 -0.74 -1.97 7.26
C4 -3.89 -2.79 -5.51
C5 -0.53 -1.29 2.31
C6 -1.63 -2.85 -4.69
C7 -3.64 -0.52 -2.53
C8 3.04 2.87 1.17
C9 -2.60 -3.26 -5.59
C10 -5.95 0.01 -5.23
C11 -3.45 -0.38 -0.03
C12 0.48 -3.48 -0.96
C13 0.26 1.04 2.99
C14 -4.32 -1.87 -4.55
C15 -1.48 -3.17 7.03
C16 -2.87 -0.70 -1.26
C17 1.48 1.98 3.02
C18 1.62 2.82 1.74
C19 0.65 -0.33 2.44
C20 9.44 3.67 1.74
C21 -3.34 -1.48 -3.63
C22 3.92 5.06 0.98
C23 5.01 5.97 1.48
C24 -0.81 -1.42 -0.19
C25 -1.57 -1.20 -1.33
C26 10.66 3.92 1.17
C27 -4.97 1.59 -0.25
C28 0.82 -4.56 0.05
C29 -4.86 0.13 0.07
C30 -1.35 -1.08 1.06
C31 -2.48 -2.87 6.14
C32 10.45 4.09 -0.22
C33 -4.82 0.47 -6.14
C34 -5.73 -1.35 -4.52
C35 0.55 -2.07 -0.31
C36 -2.02 -1.95 -3.69
C37 -1.32 -0.99 6.50
C38 -1.04 -1.46 -2.70
H1 11.60 3.97 1.70
H2 1.17 -1.42 -0.91
H3 0.11 -1.85 7.90
H4 9.16 3.49 2.77
H5 1.40 -0.78 3.10
H6 0.99 -2.19 0.67
H7 -1.29 -4.13 7.47
H8 -3.86 0.49 -5.64
H9 -0.17 0.95 3.99
H10 3.58 1.97 1.44
H11 7.52 3.55 0.88
H12 1.47 2.61 3.91
H13 -2.33 -3.97 -6.36
H14 1.33 3.85 1.95
H15 -1.14 -1.20 3.20
H16 2.37 1.35 3.11
H17 3.02 2.94 0.09
H18 -5.26 -0.03 1.07
H19 5.98 5.63 1.12
H20 0.97 2.42 0.96
H21 -0.18 -2.32 2.29
H22 0.37 -2.62 -4.89
H23 -0.47 1.48 2.31
H24 -2.97 -1.05 5.19
H25 1.05 -5.51 -0.45
H26 -0.23 -4.06 -5.45
H27 -6.85 -0.09 -5.84
H28 8.53 4.00 -1.36
H29 -6.36 -2.09 -5.00
H30 -0.97 -5.13 0.61
H31 1.71 -4.28 0.62
H32 -6.08 -1.29 -3.49
H33 -5.51 -0.42 -0.61
H34 1.14 -3.53 -1.82
H35 -4.76 -0.18 -7.02
H36 5.02 6.02 2.56
H37 -1.08 0.05 6.38
H38 -5.05 1.46 -6.52
H39 -0.55 -3.66 -1.27
H40 11.20 4.30 -0.97
H41 4.82 6.96 1.09
H42 1.16 -0.17 1.48
H43 -6.19 0.77 -4.49
H44 -3.25 -3.49 5.71


[8]
Computed, not measured: 2 unconnected molecules or ions with the total composition C5H8N2 at a distorted geometry, with ωB97M-V with the def2-TZVPD basis set.

Properties
- Total energy: -8289.141 eV
- HOMO energy (spin up / spin down): -10.4359 / -8.3120 eV
- Relative energy (zero: lowest compared OMol25 entry of this formula, charge and spin): 565.0 kJ/mol

CARTESIAN COORDINATES (ANGSTROEM)
N1 -0.75 0.80 -0.51
N2 -0.28 -2.35 0.51
C1 0.61 0.75 -1.02
C2 -0.19 -1.56 -0.33
C3 -0.29 -0.42 -1.22
C4 1.85 0.73 -0.16
C5 -1.67 -0.33 1.69
H1 0.73 1.34 -1.94
H2 -2.56 -0.15 2.30
H3 1.77 0.00 0.65
H4 -0.74 -0.54 2.21
H5 -1.79 -0.41 0.64
H6 -0.70 -0.65 -2.20
H7 2.73 0.49 -0.77
H8 2.00 1.72 0.27


[9]
Computed, not measured: a molecular structure, C37H46Cl3IrN4O2SSi, with ωB97M-V with the def2-TZVPD basis set.

Properties
- Total energy: -108279.514 eV
- HOMO energy: -12.6813 eV
- Relative energy (zero: lowest compared OMol25 entry of this formula, charge and spin): 0.0 kJ/mol
- Charge: +2

CARTESIAN COORDINATES (ANGSTROEM)
Ir1 1.46 -0.35 -1.88
Cl1 6.33 4.33 4.39
Cl2 0.05 3.68 2.82
Cl3 -1.49 -1.21 4.38
S1 7.04 1.66 5.50
Si1 0.78 -3.14 -0.19
O1 1.54 -2.12 -1.30
O2 3.20 3.64 3.78
N1 3.90 1.03 1.25
N2 0.14 -0.89 -3.32
N3 2.94 0.12 -0.49
N4 -0.18 0.55 -1.22
C1 -0.54 1.19 3.62
C2 4.59 2.45 5.41
C3 5.84 0.61 6.10
C4 -1.29 0.42 -1.97
C5 3.78 -0.81 0.07
C6 -3.64 -1.19 -6.58
C7 2.90 2.64 2.84
C8 4.38 -0.25 1.16
C9 -2.47 1.05 -1.62
C10 1.83 1.66 3.26
C11 2.10 0.36 3.67
C12 0.41 -1.74 -4.31
C13 -3.83 2.50 -0.01
C14 -1.41 1.85 0.34
C15 -4.15 2.11 1.44
C16 -2.56 1.79 -0.45
C17 -1.91 -1.87 -4.94
C18 0.62 -4.78 -1.04
C19 3.05 1.22 0.25
C20 5.86 2.84 5.11
C21 -3.05 -2.38 -5.80
C22 -2.17 -0.96 -3.91
C23 1.10 -0.53 4.03
C24 0.49 2.06 3.27
C25 -2.59 -3.45 -6.79
C26 4.59 1.15 5.99
C27 -1.14 -0.49 -3.13
C28 -0.25 1.23 -0.05
C29 -0.58 -2.23 -5.14
C30 -5.02 2.15 -0.90
C31 -0.22 -0.11 3.98
C32 1.79 -3.28 1.37
C33 4.20 1.99 2.32
C34 -0.88 -2.36 0.19
C35 -3.56 4.02 -0.08
C36 3.36 3.25 5.15
C37 -4.13 -2.99 -4.89
H1 -2.12 -4.30 -6.29
H2 -2.88 -0.72 -7.21
H3 -3.33 0.93 -2.26
H4 0.63 1.24 0.57
H5 0.15 -5.49 -0.37
H6 2.57 2.17 0.04
H7 4.84 2.78 1.95
H8 -4.05 -0.43 -5.91
H9 -5.22 1.08 -0.91
H10 -2.71 4.31 0.54
H11 -0.77 -1.40 0.69
H12 2.75 -3.76 1.19
H13 -4.44 4.56 0.27
H14 5.10 -0.64 1.85
H15 -1.46 -3.01 0.85
H16 -3.35 4.33 -1.11
H17 1.34 -1.53 4.35
H18 6.11 -0.35 6.53
H19 -5.10 2.55 1.73
H20 3.90 -1.79 -0.35
H21 -3.18 -0.64 -3.71
H22 -1.57 1.53 3.62
H23 3.38 4.20 5.69
H24 -4.45 -1.54 -7.22
H25 3.13 0.02 3.73
H26 -1.47 -2.21 -0.72
H27 0.01 -4.71 -1.94
H28 -4.57 -2.26 -4.21
H29 4.75 1.45 3.10
H30 -3.45 -3.82 -7.35
H31 -3.40 2.48 2.14
H32 2.50 3.21 1.99
H33 -4.23 1.02 1.55
H34 -5.91 2.65 -0.52
H35 3.69 0.65 6.33
H36 -0.30 -2.92 -5.93
H37 1.97 -2.30 1.82
H38 1.44 -2.01 -4.45
H39 -1.39 2.40 1.28
H40 -4.95 -3.38 -5.51
H41 -4.87 2.50 -1.93
H42 -3.74 -3.82 -4.30
H43 2.48 2.69 5.48
H44 -1.88 -3.04 -7.52
H45 1.24 -3.89 2.09
H46 1.59 -5.18 -1.33


[10]
Computed, not measured: 2 unconnected molecules or ions with the total composition C2H6N3O2 at a distorted geometry, with ωB97M-V with the def2-TZVPD basis set.

Properties
- Total energy: -10724.110 eV
- HOMO energy: -14.3569 eV
- Relative energy (zero: lowest compared OMol25 entry of this formula, charge and spin): 466.5 kJ/mol
- Charge: +1

CARTESIAN COORDINATES (ANGSTROEM)
O1 -1.65 2.31 0.26
O2 -0.24 1.32 1.56
N1 1.70 -0.91 1.00
N2 -1.33 0.49 -1.62
N3 -0.85 1.46 0.54
C1 -0.56 0.37 -0.57
C2 0.81 -1.36 0.18
H1 0.05 -1.88 0.80
H2 1.02 -1.44 -0.88
H3 2.52 -0.51 0.73
H4 1.72 -0.99 2.07
H5 -1.24 -0.17 -2.44
H6 -1.95 1.32 -1.63


[11]
Computed, not measured: 2 unconnected molecules or ions with the total composition C2H7NO at a distorted geometry, with ωB97M-V with the def2-TZVPD basis set.

Properties
- Total energy: -5724.236 eV
- HOMO energy: -9.8273 eV
- Relative energy (zero: lowest compared OMol25 entry of this formula, charge and spin): 97.1 kJ/mol

CARTESIAN COORDINATES (ANGSTROEM)
O1 3.57 -0.80 0.37
N1 -3.74 -0.20 0.32
C1 2.84 -0.35 -0.47
C2 1.69 0.61 -0.25
H1 2.93 -0.71 -1.57
H2 0.95 -0.01 0.29
H3 1.30 0.89 -1.21
H4 -4.76 -0.22 0.22
H5 -3.32 -0.98 0.71
H6 -3.45 0.50 1.03
H7 1.99 1.26 0.57


[12]
Computed, not measured: a single C2H5P molecule at a distorted geometry, with ωB97M-V with the def2-TZVPD basis set.

Properties
- Total energy: -11438.763 eV
- 2S+1: 3
- HOMO energy (spin up / spin down): -6.4042 / -9.8774 eV
- Relative energy (zero: lowest compared OMol25 entry of this formula, charge and spin): 32.6 kJ/mol

CARTESIAN COORDINATES (ANGSTROEM)
P1 -0.50 -0.03 -0.24
C1 -0.55 1.22 0.90
C2 0.89 -0.92 -0.67
H1 0.20 0.95 1.78
H2 -1.60 1.41 1.17
H3 -0.88 0.25 -1.51
H4 1.58 -1.40 0.15
H5 0.86 -1.48 -1.57